The following is a DFT calculation (the ωB97M-V functional and the def2-TZVPD basis) of a cluster of 2 separate species, C5H8N in total.

Geometry as XYZ:
```
14
C5H8N the ωB97M-V functional and the def2-TZVPD basis
C -1.173 -0.086 0.040
C -2.437 -0.057 0.141
C -3.722 0.039 0.250
C 0.006 -0.101 -0.376
C 2.497 0.019 0.380
N 1.362 -0.664 -0.262
H -4.341 -0.766 0.167
H -4.224 1.017 0.307
H 0.673 2.275 -1.275
H 3.392 -0.050 -0.188
H 2.406 1.113 0.329
H 2.677 -0.168 1.478
H 1.334 -1.616 0.215
H 1.548 -0.954 -1.207
```

Values from the calculation:
Relative energy (zero: lowest compared OMol25 entry of this formula, charge and spin): 839.1 kJ/mol
HOMO (spin up / spin down): -12.5 / -13.6 eV
Orbital gap (spin up / spin down): 0.28871 / 0.31485 Ha
Total charge: +1
E_tot: -6789.39145 eV
LUMO (spin up / spin down): -4.69 / -5.06 eV

Atom charges from the Löwdin analysis, given in e for atoms 1 to 4: C -0.050; C -0.034; C 0.113; C -0.003

---

The following is a DFT calculation (the ωB97M-V functional and the def2-TZVPD basis) of a cluster of 2 separate species, C6H12FNO5S in total.

Geometry as XYZ:
```
26
C6H12FNO5S the ωB97M-V functional and the def2-TZVPD basis
C -0.923 -2.125 2.739
C 0.023 -1.926 1.539
C -0.635 -1.272 0.311
C 0.392 -0.545 -0.580
C 0.194 0.978 -0.663
N 1.433 1.746 -0.345
S 1.667 2.285 1.139
O 1.920 1.215 2.047
O 2.568 3.396 1.123
F 0.275 2.864 1.584
H -0.507 -1.706 3.656
H -1.873 -1.627 2.557
H -1.093 -3.184 2.935
H 0.836 -1.265 1.844
H 0.491 -2.870 1.257
H -1.097 -2.038 -0.311
H -1.404 -0.578 0.645
H 1.412 -0.759 -0.252
H 0.307 -0.900 -1.607
H -0.612 1.262 0.013
H -0.158 1.216 -1.699
H 1.613 2.497 -1.002
C -1.205 0.834 -4.253
O -0.176 1.249 -4.904
O -2.221 0.291 -4.843
O -1.228 0.961 -2.931
```

Values from the calculation:
HOMO: 1.6 eV
Orbital gap: 0.11935 Ha
Total charge: -2
E_tot: -31695.43537 eV
LUMO: 4.82 eV

Atom charges from the Löwdin analysis, given in e for atoms 1 to 4: C -0.119; C -0.263; C -0.204; C -0.182

---

The following is a DFT calculation (the ωB97M-V functional and the def2-TZVPD basis) of the ion C2H5N6O4 with charge +1.

Geometry as XYZ:
```
17
C2H5N6O4 the ωB97M-V functional and the def2-TZVPD basis
C 1.448 -1.541 -0.095
C 2.299 -0.352 -0.739
N 2.096 1.858 -0.125
N 0.197 -1.130 0.316
N 1.748 0.885 -0.679
N -0.637 1.099 0.736
N 3.590 -0.361 0.176
N -0.561 -0.089 -0.059
O 1.907 -2.612 0.079
O 2.114 2.956 0.206
O 3.652 0.655 0.792
O 4.304 -1.267 0.065
H 2.684 -0.607 -1.792
H -0.177 -1.829 0.921
H -1.237 1.817 0.338
H -1.037 0.904 1.633
H -1.377 -0.264 -0.686
```

Values from the calculation:
Relative energy (zero: lowest compared OMol25 entry of this formula, charge and spin): 126.3 kJ/mol
SMILES string: NNNC(=O)[C@@H](N=[N+]=O)[N+](=O)[O-]
HOMO (spin up / spin down): -13.4 / -13.4 eV
Orbital gap (spin up / spin down): 0.26163 / 0.26167 Ha
Total charge: +1
E_tot: -19268.68772 eV
LUMO (spin up / spin down): -6.32 / -6.32 eV

Atom charges from the Löwdin analysis, given in e for atoms 1 to 4: C -0.383; C -0.051; N -0.018; N 0.049

---

The following is a DFT calculation (the ωB97M-V functional and the def2-TZVPD basis) of a structure of composition C31H44BrMgN3P2.

Geometry as XYZ:
```
82
C31H44BrMgN3P2 the ωB97M-V functional and the def2-TZVPD basis
N -6.645 5.011 -5.689
C -6.405 5.434 -4.454
C -5.491 4.776 -3.603
C -4.852 3.586 -4.040
C -5.125 3.188 -5.379
C -6.064 3.902 -6.143
C -3.890 2.874 -3.190
Mg -1.532 0.634 -0.748
P 5.218 -0.717 -1.024
C -3.234 1.719 -3.579
C -1.790 1.672 -3.408
C -0.934 1.198 -4.425
C 0.440 1.505 -4.406
C 0.998 2.143 -3.282
C 0.181 2.403 -2.162
C -1.219 2.216 -2.245
Br 2.814 2.387 -2.961
H -3.650 3.354 -2.244
H -3.742 1.037 -4.281
H -5.333 5.160 -2.604
H -4.660 2.312 -5.834
H -6.916 6.341 -4.132
H -6.301 3.569 -7.152
H -1.340 0.688 -5.292
H -1.867 2.621 -1.455
H 1.092 1.281 -5.249
H 0.704 2.767 -1.259
P -0.858 -1.831 -1.022
C 4.779 0.956 -0.512
C 5.859 1.919 -1.012
H 4.704 0.953 0.581
H 3.788 1.187 -0.927
H 5.623 2.945 -0.723
H 6.844 1.653 -0.610
H 5.943 1.909 -2.101
C 4.269 -1.014 -2.561
C 5.014 -2.128 -3.305
H 4.235 -0.089 -3.150
H 3.233 -1.285 -2.313
H 4.622 -2.282 -4.314
H 6.078 -1.867 -3.402
H 4.952 -3.079 -2.760
C 4.504 -1.770 0.268
C 5.363 -1.948 1.518
H 4.272 -2.740 -0.185
H 3.561 -1.274 0.507
H 4.878 -2.645 2.205
H 6.356 -2.343 1.291
H 5.492 -1.001 2.049
C -0.900 -3.181 0.253
C -1.798 -4.411 0.086
H -1.129 -2.666 1.193
H 0.145 -3.502 0.343
H -2.831 -4.221 0.410
H -1.817 -4.806 -0.938
H -1.393 -5.207 0.729
C 0.276 -2.620 -2.260
C -0.021 -2.321 -3.723
H 0.272 -3.706 -2.064
H 1.300 -2.282 -2.017
H -1.032 -2.633 -4.006
H 0.111 -1.254 -3.951
H 0.682 -2.887 -4.343
C -2.542 -1.982 -1.750
C -3.733 -1.605 -0.860
H -2.574 -3.037 -2.076
H -2.545 -1.332 -2.650
H -4.628 -1.730 -1.476
H -3.848 -2.298 -0.021
H -3.750 -0.558 -0.483
N 0.695 3.422 5.280
C 0.167 2.622 4.609
C -0.582 1.672 3.814
C -1.698 1.065 4.406
C -2.402 0.103 3.659
C -2.058 -0.051 2.312
N -1.204 0.770 1.650
C -0.311 1.431 2.447
H -1.991 1.329 5.419
H -3.199 -0.474 4.112
H -2.465 -0.894 1.749
H 0.626 1.773 1.982
```

Values from the calculation:
Relative energy (zero: lowest compared OMol25 entry of this formula, charge and spin): 97.3 kJ/mol
HOMO: -11.6 eV
Orbital gap: 0.16941 Ha
Total charge: +2
E_tot: -131379.32844 eV
LUMO: -7.04 eV

Atom charges from the Löwdin analysis, given in e for atoms 1 to 4: N 0.076; C -0.107; C 0.003; C -0.201

---

The following is a DFT calculation (the ωB97M-V functional and the def2-TZVPD basis) of a structure of composition C24H27As2F3PS8SbTc.

Geometry as XYZ:
```
67
C24H27As2F3PS8SbTc the ωB97M-V functional and the def2-TZVPD basis
Tc -0.336 -0.050 -0.086
S 1.591 -4.854 1.957
As 2.842 -5.185 0.410
S 0.097 -2.217 -0.059
S 2.067 -1.837 0.529
S 3.190 -3.138 -0.565
S -3.968 1.395 -1.169
As -4.781 3.466 -0.380
S -0.907 2.265 -0.053
S -2.473 1.013 0.214
S -3.303 4.763 -0.786
F 1.609 -1.731 8.388
C 1.271 -1.308 7.165
C 0.484 -0.178 7.044
C 0.149 0.267 5.773
C 0.595 -0.422 4.649
C 1.364 -1.575 4.804
C 1.713 -2.022 6.069
Sb 0.187 0.356 2.705
C -1.096 1.953 3.366
C -0.675 3.280 3.433
C -1.592 4.316 3.539
C -2.934 3.997 3.589
F -3.837 4.989 3.614
C -3.389 2.694 3.601
C -2.456 1.672 3.483
C 2.071 1.342 2.383
C 3.231 0.691 2.801
C 4.483 1.228 2.543
C 4.560 2.436 1.878
F 5.765 2.963 1.628
C 3.433 3.111 1.453
C 2.187 2.548 1.696
H 0.152 0.341 7.933
H -0.460 1.153 5.669
H 1.686 -2.145 3.938
H 2.318 -2.907 6.214
H 0.382 3.514 3.411
H -1.281 5.352 3.561
H -4.450 2.498 3.685
H -2.802 0.644 3.481
H 3.169 -0.247 3.340
H 5.392 0.724 2.846
H 3.536 4.060 0.941
H 1.312 3.071 1.333
C 0.940 1.984 -4.381
C 0.861 1.623 -2.896
P -0.108 0.117 -2.489
C -1.617 0.226 -3.517
C -2.655 -0.875 -3.232
C 0.884 -1.202 -3.288
C 0.144 -2.525 -3.516
H 1.529 2.893 -4.498
H -0.050 2.177 -4.795
H 1.418 1.206 -4.977
H 0.414 2.445 -2.343
H 1.863 1.462 -2.486
H -1.306 0.197 -4.562
H -2.043 1.213 -3.322
H -2.524 -1.728 -3.894
H -3.663 -0.496 -3.379
H -2.586 -1.234 -2.203
H 1.767 -1.356 -2.663
H 1.221 -0.803 -4.246
H -0.456 -2.812 -2.654
H 0.859 -3.328 -3.700
H -0.510 -2.456 -4.384
```

Values from the calculation:
HOMO (spin up / spin down): -11.1 / -11.1 eV
Orbital gap (spin up / spin down): 0.23623 / 0.23628 Ha
Total charge: +1
E_tot: -259857.57550 eV
LUMO (spin up / spin down): -4.64 / -4.64 eV

Atom charges from the Löwdin analysis, given in e for atoms 1 to 4: Tc 0.163; S -0.051; As 0.373; S 0.064

---

The following is a DFT calculation (the ωB97M-V functional and the def2-TZVPD basis) of a cluster of 2 separate species, C6H12N2 in total.

Geometry as XYZ:
```
20
C6H12N2 the ωB97M-V functional and the def2-TZVPD basis
C -1.733 -0.712 1.587
C -1.754 -1.864 0.633
H -1.484 -1.033 2.543
H -1.062 0.074 1.324
H -2.773 -0.239 1.683
H -0.811 -2.519 0.598
H -1.855 -1.413 -0.316
H -2.381 -2.768 0.671
C 1.345 -0.017 -2.377
C 0.248 2.240 0.208
C 0.987 0.746 -1.197
C 1.562 0.537 0.083
N 0.180 1.852 -1.111
N 1.168 1.447 0.923
H -0.006 3.105 0.650
H 1.849 1.703 1.605
H 2.323 -0.266 0.398
H 1.643 -0.969 -1.959
H 2.171 0.352 -2.907
H 0.384 -0.254 -3.039
```

Values from the calculation:
Relative energy (zero: lowest compared OMol25 entry of this formula, charge and spin): 173.0 kJ/mol
SMILES string: Cc1c[nH]cn1.CC
HOMO: -8.3 eV
Orbital gap: 0.33568 Ha
Total charge: 0
E_tot: -9395.05624 eV
LUMO: 0.84 eV

Atom charges from the Löwdin analysis, given in e for atoms 1 to 4: C -0.164; C -0.186; H 0.033; H 0.022